No. 1
# C47H37CdN7O3S3

A molecular structure, C47H37CdN7O3S3 (ωB97M-V/def2-TZVPD, the Open Molecules 2025 dataset).

Last column: Mulliken charge in e.
Cartesian coordinates (Å):
1 Cd -0.56 0.13 0.49  5.305
2 C -4.77 0.31 -1.54  -0.821
3 C -5.37 1.39 -0.91  -0.856
4 C -4.64 2.12 0.02  -0.754
5 C -3.32 1.76 0.28  0.384
6 N -2.78 0.67 -0.28  0.470
7 C -3.48 -0.02 -1.17  -0.287
8 C -2.43 2.60 1.13  -0.036
9 C -2.83 3.85 1.59  -0.933
10 C -1.93 4.61 2.32  -1.194
11 C -0.66 4.12 2.56  -0.853
12 C -0.32 2.87 2.05  0.187
13 N -1.20 2.15 1.37  0.711
14 C 1.06 2.31 2.18  0.265
15 C 2.01 2.88 3.03  -0.942
16 C 3.32 2.44 2.96  -0.721
17 C 3.65 1.44 2.06  -1.313
18 C 2.63 0.86 1.32  -0.461
19 N 1.37 1.29 1.39  0.712
20 H -5.29 -0.26 -2.29  0.478
21 H -6.38 1.68 -1.15  0.425
22 H -5.10 2.95 0.52  0.452
23 H -2.97 -0.86 -1.61  0.094
24 H -3.81 4.25 1.37  0.406
25 H -2.21 5.59 2.67  0.418
26 H 0.06 4.72 3.10  0.398
27 H 1.74 3.65 3.73  0.457
28 H 4.07 2.89 3.59  0.441
29 H 4.67 1.11 1.94  0.518
30 H 2.82 0.05 0.63  0.531
31 O -1.31 -0.56 2.49  -1.138
32 C -1.26 -1.77 3.11  1.635
33 C -1.93 -1.70 4.50  -0.406
34 C -1.38 -1.88 5.74  -0.486
35 C -2.33 -1.82 6.80  -0.721
36 C -3.59 -1.60 6.35  -0.536
37 S -3.64 -1.47 4.63  -0.058
38 C -2.10 -2.82 2.35  -0.614
39 C -3.04 -2.47 1.42  -0.155
40 C -3.76 -3.57 0.89  -0.862
41 C -3.39 -4.75 1.46  -0.600
42 S -2.16 -4.52 2.64  -0.133
43 C 0.20 -2.18 3.39  0.429
44 C 1.19 -1.26 3.57  -0.641
45 C 2.45 -1.84 3.89  -0.889
46 C 2.39 -3.19 3.98  -0.691
47 S 0.81 -3.78 3.67  -0.197
48 H -0.33 -2.04 5.90  0.492
49 H -2.07 -1.92 7.84  0.393
50 H -4.51 -1.53 6.91  0.453
51 H -3.21 -1.43 1.17  0.544
52 H -4.51 -3.48 0.12  0.415
53 H -3.77 -5.74 1.28  0.489
54 H 1.00 -0.20 3.49  0.605
55 H 3.35 -1.26 4.04  0.388
56 H 3.18 -3.89 4.22  0.463
57 O -1.50 2.84 -1.82  -0.769
58 C -0.47 2.24 -2.10  -0.681
59 N 0.33 2.52 -3.18  0.037
60 C 1.44 1.61 -3.29  3.444
61 C 1.22 0.79 -1.97  -1.123
62 O 1.98 -0.07 -1.58  -0.540
63 N 0.08 1.20 -1.38  0.167
64 C 2.80 2.28 -3.18  -0.471
65 C 2.93 3.64 -2.91  -0.490
66 C 4.18 4.19 -2.70  -0.825
67 C 5.32 3.40 -2.74  -0.450
68 C 5.19 2.04 -3.02  -0.924
69 C 3.95 1.49 -3.24  -0.201
70 C 1.32 0.74 -4.53  -0.459
71 C 1.00 -0.61 -4.46  0.074
72 C 0.84 -1.36 -5.62  -0.895
73 C 0.98 -0.76 -6.86  -0.398
74 C 1.31 0.59 -6.94  -0.986
75 C 1.48 1.33 -5.78  -0.148
76 H 0.03 3.13 -3.93  0.287
77 H 2.05 4.26 -2.85  0.400
78 H 4.27 5.25 -2.48  0.412
79 H 6.29 3.83 -2.56  0.412
80 H 6.07 1.41 -3.05  0.418
81 H 3.84 0.43 -3.44  0.464
82 H 0.89 -1.08 -3.49  0.365
83 H 0.59 -2.41 -5.55  0.452
84 H 0.85 -1.34 -7.76  0.395
85 H 1.42 1.06 -7.90  0.382
86 H 1.75 2.38 -5.85  0.440
87 C -0.06 -5.15 -2.03  -0.918
88 N 0.22 -3.96 -1.26  0.345
89 C 1.26 -3.79 -0.38  -1.233
90 C 1.11 -2.53 0.13  -0.298
91 N 0.00 -1.94 -0.42  0.532
92 C -0.50 -2.82 -1.25  -1.307
93 H 0.58 -5.96 -1.68  0.321
94 H 0.14 -4.99 -3.09  0.298
95 H -1.10 -5.44 -1.90  0.357
96 H 1.99 -4.55 -0.20  0.499
97 H 1.71 -2.03 0.86  0.331
98 H -1.38 -2.69 -1.86  0.623

Properties
Largest force on an atom (eV/Å): 0.7
ΔE to the lowest compared entry with this formula, charge and spin (kcal per mole): 0.0
HOMO-LUMO gap (eV): 7.55
LUMO energy (eV): -0.1
HOMO (eV): -7.63

***

No. 2
# C47H37F6N5O4P2S3Ti

A molecular structure, C47H37F6N5O4P2S3Ti in a non-equilibrium geometry (ωB97M-V/def2-TZVPD, the Open Molecules 2025 dataset).

Last column: Mulliken charge in e.
Cartesian coordinates (Å):
1 Ti -13.57 -8.85 16.32  -1.114
2 F -13.63 -13.90 18.87  -0.209
3 C -13.29 -13.16 17.80  0.608
4 F -14.01 -13.53 16.72  -0.151
5 F -11.97 -13.29 17.56  -0.195
6 S -13.56 -11.34 18.31  1.271
7 O -12.89 -10.53 17.18  -0.438
8 O -12.91 -11.25 19.56  -0.681
9 N -15.11 -11.07 18.45  -0.695
10 S -16.18 -10.59 17.32  1.175
11 O -15.44 -9.96 16.17  -0.214
12 O -17.20 -9.80 17.96  -0.651
13 C -17.16 -12.17 16.72  0.501
14 F -16.62 -12.76 15.63  -0.156
15 F -18.41 -11.79 16.44  -0.197
16 F -17.15 -13.02 17.76  -0.193
17 S -18.96 -3.68 16.41  0.090
18 N -18.05 -4.13 15.16  -0.682
19 C -17.22 -5.08 15.64  0.551
20 C -16.21 -5.80 14.88  0.624
21 C -15.92 -5.57 13.54  -0.857
22 C -14.87 -6.28 12.93  -1.303
23 C -14.22 -7.26 13.65  -0.401
24 N -14.45 -7.51 14.96  1.374
25 C -15.39 -6.74 15.57  -0.152
26 C -15.53 -6.93 16.97  -1.110
27 N -14.58 -7.67 17.63  1.220
28 C -14.59 -7.70 18.99  -0.328
29 C -15.67 -7.25 19.72  -1.135
30 C -16.70 -6.55 19.04  -0.929
31 C -16.58 -6.29 17.69  0.640
32 C -17.45 -5.38 17.01  0.843
33 N -18.38 -4.63 17.60  -0.671
34 H -16.45 -4.79 13.00  0.476
35 H -14.59 -6.12 11.87  0.528
36 H -13.44 -7.87 13.22  0.055
37 H -13.68 -8.12 19.44  0.463
38 H -15.74 -7.43 20.80  0.405
39 H -17.54 -6.18 19.64  0.462
40 C -11.91 -12.25 14.05  -1.789
41 C -13.43 -11.92 13.89  0.166
42 P -13.82 -10.93 12.33  0.222
43 C -15.52 -10.14 12.26  0.377
44 C -15.86 -9.28 11.19  -0.460
45 C -17.02 -8.51 11.26  -0.535
46 C -17.93 -8.68 12.31  -0.694
47 C -17.67 -9.69 13.26  -0.970
48 C -16.48 -10.44 13.25  0.295
49 C -14.22 -12.37 11.26  0.735
50 C -13.31 -12.75 10.28  -0.617
51 C -13.47 -14.00 9.68  -0.457
52 C -14.57 -14.83 9.94  -0.627
53 C -15.51 -14.39 10.88  -0.572
54 C -15.36 -13.16 11.52  -0.616
55 C -10.96 -11.10 14.50  -0.709
56 P -11.36 -9.37 13.80  0.430
57 C -10.01 -8.19 14.29  0.486
58 C -10.04 -6.92 13.63  -0.842
59 C -9.23 -5.89 14.09  -0.558
60 C -8.31 -6.08 15.14  -0.669
61 C -8.23 -7.38 15.67  -0.509
62 C -9.08 -8.42 15.29  -0.302
63 C -10.67 -9.60 12.10  1.484
64 C -9.33 -10.05 11.99  -0.709
65 C -8.75 -10.15 10.73  -0.762
66 C -9.43 -9.73 9.58  -0.700
67 C -10.74 -9.28 9.72  -0.581
68 C -11.40 -9.25 10.96  -0.177
69 H -11.56 -12.68 13.09  0.326
70 H -11.80 -13.04 14.79  0.557
71 H -13.79 -11.33 14.75  -0.772
72 H -14.02 -12.83 13.87  1.141
73 H -15.19 -9.23 10.34  0.437
74 H -17.23 -7.77 10.47  0.351
75 H -18.84 -8.08 12.40  0.425
76 H -18.40 -9.91 14.04  0.368
77 H -16.29 -11.16 14.05  0.135
78 H -12.45 -12.12 10.04  0.389
79 H -12.73 -14.34 8.97  0.404
80 H -14.68 -15.84 9.47  0.320
81 H -16.36 -15.03 11.16  0.390
82 H -16.14 -12.82 12.17  0.384
83 H -9.92 -11.38 14.25  0.804
84 H -10.98 -11.01 15.60  0.277
85 H -10.73 -6.80 12.81  0.427
86 H -9.35 -4.91 13.64  0.405
87 H -7.70 -5.28 15.55  0.412
88 H -7.47 -7.63 16.42  0.335
89 H -8.98 -9.39 15.74  0.342
90 H -8.76 -10.30 12.87  0.329
91 H -7.74 -10.52 10.67  0.409
92 H -8.93 -9.72 8.62  0.410
93 H -11.32 -8.97 8.84  0.391
94 H -12.45 -8.99 11.01  0.341
95 C -10.48 -5.99 18.41  -0.840
96 C -11.27 -5.58 17.34  -0.990
97 C -11.92 -6.51 16.55  -0.381
98 C -11.90 -7.87 16.89  3.540
99 C -11.12 -8.31 17.96  -1.102
100 C -10.45 -7.36 18.72  -0.912
101 H -9.87 -5.28 18.97  0.390
102 H -11.39 -4.53 17.09  0.441
103 H -12.45 -6.16 15.66  0.285
104 H -11.07 -9.37 18.23  0.281
105 H -9.90 -7.71 19.59  0.388

Properties
Largest force on an atom (eV/Å): 3.5
ΔE to the lowest compared entry with this formula, charge and spin (kcal per mole): 60.9
HOMO-LUMO gap (alpha / beta) (eV): 5.08 / 7.66
LUMO energy (alpha / beta) (eV): -0.3 / -0.3
Multiplicity: 3
HOMO (alpha / beta) (eV): -5.41 / -7.99